# 1
{"formula": "C6H16NOS", "method": "the ωB97M-V functional and the def2-TZVPD basis", "homo_lumo_gap_ev": 6.138, "e_homo_ev": -2.65, "spin_multiplicity": 1, "total_charge": -1, "symbols": ["C", "N", "C", "C", "S", "C", "C", "C", "H", "H", "H", "H", "H", "H", "H", "H", "H", "H", "H", "H", "H", "H", "H", "H", "O"], "coordinates": [[0.796910, 0.742822, -1.541916], [-0.075123, 0.356890, -0.350623], [0.686664, 0.164661, 0.944479], [-0.240159, -0.725926, 1.757822], [-0.149249, -2.562965, 1.432546], [2.138335, -0.454367, 0.829391], [0.956407, 2.296015, -1.347742], [-0.409179, 2.940599, -1.778927], [0.338412, 0.484938, -2.445847], [1.857909, 0.417320, -1.402255], [-0.429630, -0.605938, -0.672258], [0.656503, 1.238686, 1.322626], [-1.321211, -0.440233, 1.701874], [-0.000205, -0.549373, 2.809793], [2.045185, -1.464009, 0.311887], [2.666228, -0.019837, 0.033223], [2.668915, -0.688815, 1.816190], [1.303702, 2.463278, -0.195982], [1.647216, 2.839760, -1.972762], [-1.229997, 2.249278, -1.453457], [-0.507179, 3.195245, -2.806984], [-0.565330, 3.947961, -1.288246], [-2.491153, 0.338443, -0.974419], [-2.734238, -1.152978, -0.591550], [-3.070643, -0.440916, -0.979607]], "forces_ev_per_a": [[1.82, 2.42, 3.98], [1.08, -2.48, -2.64], [-0.54, 0.52, -0.88], [-0.60, -0.73, 1.28], [-0.23, 0.74, -0.20], [-1.66, -2.15, 0.42], [-1.26, 0.32, 0.95], [-0.37, 0.54, 2.94], [-0.52, -0.47, -1.37], [-1.10, -0.65, -0.83], [0.65, 1.40, 1.28], [0.55, -1.38, 0.23], [0.94, 0.21, -0.40], [0.16, -0.17, 0.16], [-0.52, 0.74, 1.16], [1.56, 1.58, -0.08], [-0.70, 0.88, -1.46], [-1.18, -0.16, -2.83], [1.00, -0.44, -0.21], [0.56, 0.83, -0.34], [0.29, -0.39, -1.15], [0.02, -1.05, -0.13], [0.20, -0.99, 0.52], [2.88, -4.32, 2.82], [-3.02, 5.22, -3.21]], "mulliken_charge": [-0.6801, -0.1329, -0.0015, -1.1191, -0.6136, -1.2696, -0.3122, -0.8102, 0.5419, 0.0511, 0.2479, 0.2443, 0.3028, 0.3800, 0.3384, 0.4090, 0.3004, 0.1475, 0.4107, -0.0007, 0.3376, 0.2929, 0.3286, 0.2833, -0.6765]}

***

# 2
{"formula": "C6H16NS", "method": "the ωB97M-V functional and the def2-TZVPD basis", "homo_lumo_gap_ev": [1.915, 6.241], "e_homo_ev": [4.35, 0.02], "spin_multiplicity": 2, "s2": 0.751, "total_charge": -2, "symbols": ["C", "C", "C", "C", "H", "H", "H", "H", "H", "H", "H", "H", "H", "H", "C", "C", "S", "N", "H", "H", "H", "H", "H", "H"], "coordinates": [[-0.862388, 0.049064, -2.444990], [-0.354138, -1.328384, -2.008881], [-0.976237, -1.809928, -0.720944], [-0.037439, -2.781150, -0.038576], [-1.956212, 0.084812, -2.752953], [-0.268684, 0.426250, -3.300494], [-0.745618, 0.760438, -1.655921], [0.720172, -1.225732, -1.892998], [-0.560286, -1.987687, -2.891512], [-1.979452, -2.322340, -0.837251], [-1.084898, -0.922171, -0.074733], [0.395793, -3.532438, -0.742907], [-0.519664, -3.380200, 0.728546], [0.847545, -2.231198, 0.411431], [0.990326, 2.586069, 2.176252], [1.113761, 1.039052, 2.040175], [1.050948, 0.545829, 0.278857], [-0.019923, 3.209415, 1.285225], [1.993869, 2.907054, 1.895392], [0.797406, 2.927554, 3.218097], [0.301183, 0.549234, 2.609075], [2.061170, 0.729878, 2.525427], [-0.918203, 3.136255, 1.687291], [0.010961, 2.570331, 0.506392]], "forces_ev_per_a": [[-0.95, 0.06, -1.11], [-1.04, 0.73, -1.57], [-0.68, -0.55, 0.42], [1.57, -0.48, 0.14], [1.05, -0.32, 0.27], [-0.26, -0.18, 0.25], [0.13, 0.47, 0.59], [0.16, -0.27, 0.07], [0.47, -0.20, 0.83], [0.80, 0.68, -0.23], [-0.23, -0.40, -0.12], [-0.34, 0.51, 0.19], [-0.18, 0.01, 0.42], [-1.05, -0.51, -0.50], [-0.09, -0.25, 0.18], [-0.39, 0.17, 0.15], [0.73, 0.24, 0.59], [1.80, 0.39, 0.52], [-0.06, 0.59, -0.12], [0.13, -0.28, -0.34], [0.07, 0.08, -0.11], [-0.31, 0.14, -0.19], [-1.13, -0.34, 0.60], [-0.22, -0.30, -0.95]], "mulliken_charge": [-1.9973, -1.7831, -0.5616, -2.4992, 0.6441, 0.5841, -0.0002, -0.0811, 1.8185, 0.7864, 0.2775, 0.8248, 0.5302, 0.3147, -0.6013, -0.9874, -0.1891, -0.7571, 0.2244, 0.3929, 0.2950, 0.2301, 0.2446, 0.2903]}

***

# 3
{"formula": "C6H16NS", "method": "the ωB97M-V functional and the def2-TZVPD basis", "homo_lumo_gap_ev": 7.699, "e_homo_ev": -11.78, "spin_multiplicity": 1, "total_charge": 1, "symbols": ["C", "C", "C", "C", "C", "C", "N", "S", "H", "H", "H", "H", "H", "H", "H", "H", "H", "H", "H", "H", "H", "H", "H", "H"], "coordinates": [[-2.407747, -1.124295, 0.846946], [-3.725519, 0.576038, -0.853811], [1.547706, 0.656357, 1.276377], [0.388699, 0.961830, -1.053999], [3.399857, -0.972376, 0.059731], [1.494542, 0.495540, -0.207090], [2.417609, -0.300980, -0.743286], [-2.318231, 0.554837, 0.346977], [-1.709332, -1.842082, 0.305822], [-3.288292, -1.723440, 0.476716], [-3.319869, 0.564449, -1.825534], [-4.270118, -0.311814, -0.697614], [0.703574, 1.150645, 1.686726], [1.635326, -0.299287, 1.813808], [2.412644, 1.240949, 1.643864], [0.661156, 1.111705, -2.060030], [-2.202201, -1.190428, 1.922485], [0.001130, 1.930163, -0.561813], [3.917399, -0.275816, 0.741567], [2.725871, -1.603715, 0.622387], [4.284335, -1.305316, -0.560497], [2.627641, -0.201009, -1.705749], [-4.400640, 1.526116, -0.674611], [-0.575551, 0.381929, -0.799371]], "forces_ev_per_a": [[0.56, -3.23, -0.78], [-0.42, 2.85, 1.46], [0.41, -0.26, 0.41], [-0.77, 1.98, 3.00], [1.55, 0.70, 0.10], [0.66, -1.91, -0.51], [-0.61, 2.65, 0.84], [-1.65, 0.50, -0.32], [0.26, 1.26, 0.68], [-0.01, 1.33, 1.15], [0.27, 0.20, -1.25], [-0.83, -0.83, 0.26], [-0.99, 0.47, 0.00], [-0.04, 0.08, -0.36], [-0.09, -0.21, -0.64], [0.02, -0.11, -1.29], [-0.45, -0.28, -0.34], [0.81, -1.05, -1.11], [-0.54, -0.09, 0.00], [1.23, -1.31, 0.37], [-1.63, -0.63, 0.59], [-0.40, -0.24, -1.21], [1.45, -2.00, -0.40], [1.22, 0.11, -0.64]], "mulliken_charge": [-0.7806, -0.7680, -1.4471, -1.1026, -0.8617, 1.0785, -0.1289, -0.0159, 0.2574, 0.3380, 0.2823, 0.2932, 0.3546, 0.3997, 0.4288, 0.4478, 0.3084, 0.3732, 0.3033, 0.3539, 0.3049, 0.3068, 0.2767, -0.0027]}

***

# 4
{"formula": "C6H16NSi", "method": "the ωB97M-V functional and the def2-TZVPD basis", "homo_lumo_gap_ev": 8.027, "e_homo_ev": -11.34, "spin_multiplicity": 1, "total_charge": 1, "symbols": ["C", "C", "C", "C", "C", "C", "N", "Si", "H", "H", "H", "H", "H", "H", "H", "H", "H", "H", "H", "H", "H", "H", "H", "H"], "coordinates": [[3.394953, -0.534744, 0.284181], [1.927206, -0.940145, 0.490368], [3.199192, 0.965219, -0.092461], [1.182225, -0.219301, -0.613196], [-3.152746, -1.541251, -0.343104], [-4.389431, 1.002256, 0.429919], [1.691830, 1.202657, -0.264500], [-2.625458, 0.261898, 0.144345], [4.014197, -0.667658, 1.188558], [3.923666, -0.956952, -0.538039], [1.626336, -2.058877, 0.408374], [1.481267, -0.626181, 1.537892], [3.404122, 1.758206, 0.683593], [3.725548, 1.268143, -1.104453], [1.625004, -0.358454, -1.525432], [-2.501366, -2.271036, 0.138987], [-4.180187, -1.718237, -0.259209], [-2.930261, -1.537515, -1.389803], [-4.506962, 1.320101, 1.570796], [-4.546685, 1.932583, -0.244959], [-5.205544, 0.272856, 0.271435], [1.100398, 1.551921, 0.559126], [1.703652, 2.020226, -0.866332], [0.039044, -0.125719, -0.466089]], "forces_ev_per_a": [[-0.62, 1.51, 1.27], [-1.73, -2.42, 1.10], [0.81, 2.10, 0.36], [-2.27, 2.68, 3.24], [1.83, 1.53, 0.75], [-0.12, 1.24, 1.02], [-0.27, 0.30, 0.78], [-1.35, -0.52, 0.10], [-0.37, 0.17, -0.43], [-0.01, -0.94, -0.57], [1.05, 1.70, 0.16], [1.11, -0.42, -1.98], [0.77, -1.17, -0.71], [-1.23, -0.59, 2.08], [0.28, -1.03, -2.64], [-0.22, -0.21, -0.09], [-1.45, -0.50, 0.47], [0.36, -0.24, -1.04], [0.40, -0.30, -2.32], [0.15, -1.36, 1.31], [0.43, 0.40, -0.16], [1.58, -0.83, -0.84], [-0.91, -0.39, -1.00], [1.76, -0.71, -0.86]], "mulliken_charge": [-0.5510, -0.4731, -0.5409, 0.0763, -1.0777, -0.9491, -0.3355, 0.2920, 0.3280, 0.3154, 0.3555, 0.2624, 0.3803, 0.2969, 0.4062, 0.2940, 0.4208, 0.2963, 0.2692, 0.2845, 0.2910, 0.3903, 0.3297, -0.3614]}

***

# 5
{"formula": "C6H16O", "method": "the ωB97M-V functional and the def2-TZVPD basis", "homo_lumo_gap_ev": 11.475, "e_homo_ev": -10.61, "spin_multiplicity": 1, "symbols": ["C", "C", "C", "C", "C", "C", "H", "H", "H", "H", "H", "H", "H", "H", "H", "H", "H", "H", "H", "H", "O", "H", "H"], "coordinates": [[1.749710, -0.501466, -2.190771], [0.420898, -0.353517, -1.412182], [0.767928, 0.371676, 0.032376], [0.273830, -0.433453, 1.151606], [0.566968, 0.168542, 2.465096], [-1.180615, -0.810164, 1.047458], [2.129540, 0.423371, -2.739697], [2.486371, -0.699531, -1.451001], [1.695360, -1.291250, -2.960937], [-0.048130, -1.384324, -1.399362], [-0.322863, 0.229835, -2.050203], [0.186166, 1.362716, -0.065833], [1.841609, 0.486473, 0.060714], [0.786005, -1.376534, 1.000353], [1.616616, 0.112608, 2.855748], [-0.210926, -0.159920, 3.130371], [0.510973, 1.314467, 2.412856], [-1.102040, -2.031994, 0.980287], [-1.722736, -0.320113, 1.881769], [-1.758860, -0.536600, 0.173768], [-2.180442, 1.293788, -0.960536], [-2.193395, 2.108022, -0.520775], [-2.042468, 0.762761, -0.185270]], "forces_ev_per_a": [[-0.45, 0.96, -1.31], [0.06, 0.63, -0.71], [-2.32, 0.93, -3.95], [0.55, -0.79, -0.89], [1.28, 2.73, 1.15], [-0.68, -2.79, 0.30], [-0.81, -0.87, 0.80], [1.01, -0.70, 0.28], [0.16, 0.21, 0.46], [0.57, 1.02, 0.79], [0.99, -0.46, 1.17], [1.33, -1.10, 0.51], [0.20, 0.47, 0.13], [0.52, -0.29, 0.54], [-0.95, -0.81, -0.24], [0.33, -0.11, 1.04], [-0.53, -1.33, -0.12], [-1.32, 3.02, 0.82], [-0.06, -1.14, -0.13], [0.60, -0.63, -0.28], [-0.30, -0.84, -0.88], [-0.23, 2.58, 0.37], [0.05, -0.69, 0.13]], "mulliken_charge": [-1.2697, -0.1139, -1.1629, 1.0579, -1.5594, -1.6110, 0.2680, 0.3615, 0.3404, 0.2688, 0.3102, 0.1802, 0.4963, 0.2706, 0.3327, 0.4410, 0.3210, 0.2236, 0.4710, 0.6060, -0.6006, 0.2682, 0.1000]}

***

Respective max |F| values: 6.826 2.020 3.681 4.779 4.678 eV/A.
Respective energy above the lowest of the compared OMol25 structures with the same formula, charge and spin values: 32.9 18.5 45.0 43.1 50.0 kcal per mole.